[1]
Computed, not measured: a 2-piece molecular cluster, C6H10N2 overall, with the ωB97M-V functional and the def2-TZVPD basis.

Structure (XYZ):
```
18
Properties=species:S:1:pos:R:3:mulliken_charge:R:1
C 1.741 3.290 0.162 -1.216
N 1.623 -0.697 0.085 -0.476
C 1.596 0.649 0.068 0.586
C 1.746 1.847 0.165 -0.152
H 0.706 -1.128 0.142 0.176
H 2.187 -1.103 -0.652 0.251
H 2.854 3.415 0.218 0.295
H 1.330 3.695 1.087 0.282
H 1.295 3.708 -0.742 0.249
C -2.034 0.184 0.199 -0.889
N -1.015 -3.633 -0.443 -0.560
C -1.425 -2.364 -0.209 0.729
C -1.692 -1.208 -0.024 -0.357
H -1.023 -4.213 0.387 0.246
H -1.504 -4.075 -1.211 0.256
H -1.137 0.805 0.216 0.029
H -2.690 0.535 -0.598 0.281
H -2.557 0.295 1.150 0.270
```

The calculation puts the energy above the lowest of the compared OMol25 structures with the same formula, charge and spin at 91.3 kcal per mole. Its structure (SMILES) is CC#CN.CC#CN. The total charge is 0. The frontier orbital gap is 8.742 eV. The value obtained for the electronic energy is -343.991190 Eh.



[2]
Computed, not measured: one molecule with the formula C6H10N2, with the ωB97M-V functional and the def2-TZVPD basis.

Structure (XYZ):
```
18
Properties=species:S:1:pos:R:3:mulliken_charge:R:1
C 0.071 -1.951 0.745 0.060
C 0.511 -0.798 -0.023 0.512
C -0.718 0.466 1.702 -1.779
C -1.605 0.185 -0.680 -1.260
C 2.141 0.294 -1.452 -0.697
C -0.432 0.387 0.253 0.925
N -0.156 -2.835 1.422 -0.452
N 1.540 -0.819 -0.691 -0.609
H -1.340 -0.476 2.015 0.384
H 0.093 0.590 2.332 0.420
H -1.503 1.381 1.962 0.306
H -2.535 0.068 -0.019 0.348
H -1.545 0.995 -1.406 0.289
H -1.536 -0.742 -1.186 0.347
H 2.685 1.000 -0.833 0.308
H 1.253 0.957 -1.874 0.213
H 2.900 -0.057 -2.269 0.251
H 0.177 1.355 0.002 0.434
```

The calculation puts the energy above the lowest of the compared OMol25 structures with the same formula, charge and spin at 56.3 kcal per mole. Its structure (SMILES) is C/N=C(/C#N)C(C)C. The total charge is 0. The frontier orbital gap is 10.300 eV. The value obtained for the electronic energy is -344.046961 Eh.



[3]
Computed, not measured: a 2-piece molecular cluster, C6H10N2 overall, with the ωB97M-V functional and the def2-TZVPD basis.

Structure (XYZ):
```
18
Properties=species:S:1:pos:R:3:mulliken_charge:R:1
C -0.464 1.402 -1.747 0.022
C -0.436 1.376 -3.073 -0.676
C 1.616 0.805 -0.999 -0.514
N 0.661 1.628 -0.935 -0.394
H -1.390 1.316 -1.188 0.326
H 0.505 1.527 -3.586 0.270
H -1.345 1.245 -3.642 0.261
H 2.480 0.956 -0.358 0.343
H 1.560 -0.081 -1.639 0.366
C -0.143 -0.668 2.038 0.189
C -0.199 -0.658 3.359 -0.753
C -0.316 -2.171 0.311 -0.255
N -0.870 -1.632 1.308 -0.458
H 0.513 0.001 1.486 0.189
H -0.813 -1.391 3.863 0.293
H 0.394 0.042 3.926 0.279
H -0.858 -2.935 -0.238 0.276
H 0.699 -1.924 -0.013 0.234
```

The calculation puts the energy above the lowest of the compared OMol25 structures with the same formula, charge and spin at 73.5 kcal per mole. Its structure (SMILES) is C=CN=C.C=CN=C. The total charge is 0. The frontier orbital gap is 10.033 eV. The value obtained for the electronic energy is -344.019516 Eh.



[4]
Computed, not measured: C6H10N2 as an isolated structure, with the ωB97M-V functional and the def2-TZVPD basis.

Structure (XYZ):
```
18
Properties=species:S:1:pos:R:3:mulliken_charge:R:1
C 0.463 -1.086 1.518 -0.864
C 0.770 0.036 0.499 0.320
C 1.654 -0.235 -0.539 -0.721
C 2.363 -0.818 -1.393 -0.164
C -1.109 1.407 1.182 -0.816
C -1.604 0.082 -1.700 -0.235
H -0.427 -0.742 2.265 0.253
H 1.494 -1.252 1.958 0.338
H 0.050 -1.888 0.889 0.334
H 1.222 0.926 0.928 0.171
H 3.269 -0.954 -1.996 0.365
H -0.902 0.797 2.404 0.156
H -0.541 2.514 1.163 0.250
H -2.390 1.370 0.993 0.296
H -1.339 1.199 -2.107 0.222
H -2.232 -0.604 -2.321 0.285
N -0.544 0.662 0.137 0.378
N -1.374 -0.330 -0.362 -0.570
```

The calculation puts the energy above the lowest of the compared OMol25 structures with the same formula, charge and spin at 180.4 kcal per mole. The total charge is 0. The frontier orbital gap is 8.812 eV. The value obtained for the electronic energy is -343.849304 Eh.



[5]
Computed, not measured: one molecule with the formula C6H10N2O, with the ωB97M-V functional and the def2-TZVPD basis.

Structure (XYZ):
```
19
Properties=species:S:1:pos:R:3:mulliken_charge:R:1
C 2.399 -1.195 0.108 -1.038
C 1.167 -1.654 0.120 -0.087
C -0.066 -1.109 -0.689 -0.279
C -0.868 0.468 0.866 -0.827
C -0.755 1.677 -0.167 -0.291
C 0.362 2.476 -0.182 -0.623
H 2.673 -0.577 -0.573 0.384
H 3.085 -1.583 0.643 0.395
H 0.865 -2.467 0.741 0.333
H -0.484 -1.960 -1.351 0.346
H 0.270 -0.115 -1.253 0.296
H -1.899 0.623 1.689 0.237
H -0.017 0.677 1.510 0.407
H -1.588 1.701 -0.736 0.459
H 0.498 3.512 -1.014 0.179
H 1.137 2.212 0.385 0.367
N -1.159 -0.766 0.248 0.361
N -2.325 -0.985 -0.474 -0.236
O -3.296 -0.935 0.129 -0.383
```

The calculation puts the energy above the lowest of the compared OMol25 structures with the same formula, charge and spin at 178.1 kcal per mole. Its structure (SMILES) is C=CCN(CC=C)N=O. The total charge is 0. The frontier orbital gap is 9.799 eV. The value obtained for the electronic energy is -419.102675 Eh.



[6]
Computed, not measured: one molecule with the formula C6H10N2O, with the ωB97M-V functional and the def2-TZVPD basis.

Structure (XYZ):
```
19
Properties=species:S:1:pos:R:3:mulliken_charge:R:1
N -1.090 0.161 -1.974 -0.372
C -0.416 1.294 -1.715 0.237
C 0.392 1.368 -0.429 0.164
C -0.426 0.918 0.817 -0.702
C 0.440 -0.338 0.788 0.674
C 0.821 -1.255 1.896 -0.586
C -0.030 -1.759 0.742 -0.922
N 1.355 0.290 -0.160 -0.561
H 0.817 2.380 -0.385 0.358
H -0.249 1.555 1.691 0.287
H -1.503 0.776 0.668 0.284
H 1.861 -1.585 1.935 0.247
H 0.343 -1.111 2.866 0.242
H -1.088 -1.958 0.923 0.242
H 0.449 -2.426 0.022 0.262
H 1.685 -0.263 -0.946 0.302
O -0.756 2.326 -2.306 -0.609
H -0.571 -0.704 -2.043 0.216
H -2.035 0.334 -2.389 0.236
```

The calculation puts the energy above the lowest of the compared OMol25 structures with the same formula, charge and spin at 45.3 kcal per mole. Its structure (SMILES) is NC(=O)[C@H]1CC2(CC2)N1. The total charge is 0. The frontier orbital gap is 9.455 eV. The value obtained for the electronic energy is -419.314376 Eh.



[7]
Computed, not measured: a 2-piece molecular cluster, C6H10N2O overall, with the ωB97M-V functional and the def2-TZVPD basis.

Structure (XYZ):
```
19
Properties=species:S:1:pos:R:3:mulliken_charge:R:1
C 2.581 0.293 0.073 -0.049
C 1.602 1.301 -0.001 -0.656
C 0.131 0.700 -0.198 0.737
C -2.130 -0.927 0.426 -0.287
C -2.445 0.467 -0.205 -0.822
C -1.193 1.421 0.205 -0.517
H 1.717 -1.662 0.149 0.383
H 3.209 -1.618 1.351 0.227
H 3.504 0.788 0.735 0.173
H 1.943 2.293 0.036 0.404
H -2.836 -1.908 0.334 0.259
H -2.193 -1.015 1.600 0.214
H -2.216 0.572 -1.336 0.255
H -3.292 1.012 -0.088 0.533
H -1.537 1.567 1.259 0.283
H -0.927 2.522 -0.296 0.265
N 2.687 -1.075 -0.192 -0.649
N 0.121 -0.588 -0.269 -0.463
O -1.038 -1.306 -0.289 -0.289
```

The calculation puts the energy above the lowest of the compared OMol25 structures with the same formula, charge and spin at 235.7 kcal per mole. The total charge is 0. The frontier orbital gap is 7.962 eV. The value obtained for the electronic energy is -419.010880 Eh.



[8]
Computed, not measured: one molecule with the formula C6H10N2O, with the ωB97M-V functional and the def2-TZVPD basis.

Structure (XYZ):
```
19
Properties=species:S:1:pos:R:3:mulliken_charge:R:1
C 2.532 -1.339 0.151 -1.471
C 1.404 -0.380 0.127 0.205
C -0.207 0.994 0.313 0.191
C -1.654 0.918 0.278 -0.740
C -1.534 -0.675 0.486 0.101
C -0.036 -0.485 -0.090 -0.158
H 3.492 -1.112 0.216 0.478
H 2.370 -2.025 0.930 0.367
H 2.223 -2.004 -0.672 0.266
H 0.120 1.054 1.448 0.234
H -2.196 1.443 1.213 0.252
H -2.129 0.886 -0.825 0.396
H -1.658 -0.846 1.496 0.525
H -2.074 -1.846 -0.579 0.267
H -3.479 -1.007 -0.015 0.289
H -0.172 -0.721 -1.320 0.184
N 1.826 0.859 -0.307 -0.409
N -2.485 -1.008 -0.600 -0.693
O 0.635 1.628 -0.393 -0.283
```

The calculation puts the energy above the lowest of the compared OMol25 structures with the same formula, charge and spin at 196.4 kcal per mole. Its structure (SMILES) is CC1=NO[C@H]2C[C@@H](N)[C@H]12. The total charge is 0. The frontier orbital gap is 9.398 eV. The value obtained for the electronic energy is -419.073500 Eh.



[9]
Computed, not measured: one molecule with the formula C6H10N2O2, with the ωB97M-V functional and the def2-TZVPD basis.

Structure (XYZ):
```
20
Properties=species:S:1:pos:R:3:mulliken_charge:R:1
N -0.468 1.895 -0.469 -0.646
C -0.384 0.684 0.340 0.239
C -1.766 -0.062 0.354 -0.063
O -2.504 0.316 -0.782 -0.637
C -1.423 -1.558 0.295 -0.759
C -0.007 -1.591 -0.194 -0.499
C 0.564 -0.379 -0.188 0.317
C 1.994 -0.147 -0.528 0.018
N 2.814 0.209 0.482 -0.411
H -0.455 2.746 0.079 0.205
H 0.240 1.958 -1.191 0.246
H -0.110 0.945 1.376 0.328
H -2.330 0.191 1.266 0.245
H -2.026 1.099 -1.123 0.425
H -1.482 -2.023 1.293 0.269
H -2.118 -2.108 -0.354 0.378
H 0.530 -2.513 -0.419 0.446
O 2.510 -0.519 -1.589 -0.569
H 2.670 1.109 0.919 0.220
H 3.753 -0.249 0.433 0.248
```

The calculation puts the energy above the lowest of the compared OMol25 structures with the same formula, charge and spin at 26.8 kcal per mole. Its structure (SMILES) is NC(=O)C1=CC[C@H](O)[C@@H]1N. The total charge is 0. The frontier orbital gap is 9.824 eV. The value obtained for the electronic energy is -494.601047 Eh.



[10]
Computed, not measured: one molecule with the formula C6H10N2O2, with the ωB97M-V functional and the def2-TZVPD basis.

Structure (XYZ):
```
20
Properties=species:S:1:pos:R:3:mulliken_charge:R:1
C -1.627 0.962 0.296 -0.389
C 0.835 0.773 0.869 0.377
C -0.581 0.963 1.385 -0.771
C 1.129 -0.474 0.042 0.687
C 0.317 -1.608 0.518 -0.374
C 1.041 -0.289 -1.472 -1.506
N 1.742 1.561 1.150 -0.756
N -1.675 0.020 -0.526 0.045
O -2.679 -0.066 -1.431 -0.474
O 0.038 -1.864 1.640 -0.482
H -2.169 1.868 0.317 0.460
H -0.748 1.895 1.934 0.370
H -0.876 0.022 1.900 0.263
H 2.170 -0.826 0.190 0.554
H 0.094 -2.367 -0.271 0.329
H 1.608 -1.090 -1.941 0.425
H 1.224 0.651 -1.834 0.382
H 0.097 -0.750 -1.838 0.281
H 2.647 1.603 0.776 0.222
H -2.588 -0.984 -1.704 0.357
```

The calculation puts the energy above the lowest of the compared OMol25 structures with the same formula, charge and spin at 100.9 kcal per mole. Its structure (SMILES) is [H]/N=C(/C/C=N/O)[C@H](C)C=O. The total charge is 0. The frontier orbital gap is 9.887 eV. The value obtained for the electronic energy is -494.482895 Eh.